# 1
The following is a quantum chemistry calculation of a structure of composition C10H16Ca2F4N2O17S4, from the Open Molecules 2025 dataset.

Summary:
Frontier orbital gap in eV: 4.219
Net charge: +2

```
55
Properties=species:S:1:pos:R:3:nbo_charge:R:1
O -0.8500 0.8034 0.4963 -0.732
F -2.1813 0.9222 2.5200 -0.488
C -1.6453 -2.9561 -2.4533 -0.094
N -0.7120 -0.9688 2.4891 -1.285
H -1.9641 -2.7885 -4.5780 0.203
C 0.4308 -3.4055 -3.0908 0.945
H -2.2089 -2.0259 -2.3818 0.166
O -4.6285 1.8787 3.4769 -0.845
O 4.2394 -2.6627 -2.5629 -0.576
H 2.4255 5.5562 1.2506 0.248
S -4.5103 -1.3264 3.9423 2.386
N -5.2766 -0.4877 2.6454 -1.293
H 2.2281 -0.4761 -2.1465 0.192
O -0.3128 -3.9028 -3.9913 -0.454
H 3.1610 4.1368 1.6391 0.228
C -0.2881 3.8897 1.1971 -0.077
S -1.5879 -0.0678 1.4390 2.370
O -5.3761 -2.2632 4.6826 -0.741
C 6.7869 -0.3051 -3.5100 -0.264
O 1.6219 -3.6110 -3.0854 -0.548
C 1.1896 3.6996 0.7907 0.060
C 0.0834 4.2308 -1.0268 0.967
F 0.6933 -2.7007 2.3248 -0.514
F -3.9152 -2.3763 2.9131 -0.499
H 1.4608 2.6895 1.0979 0.169
O -6.3198 0.4429 4.7837 -0.783
S -0.1891 -1.7877 1.2938 2.364
C 3.1074 -0.4190 -1.5048 -0.257
Ca -0.8839 -0.7069 4.7825 1.941
H 7.4106 -0.3544 -2.6174 0.187
O -3.3576 -0.6762 4.5345 -1.009
F -6.7801 1.3926 2.7635 -0.493
H 7.4185 -0.1933 -4.3913 0.214
O 0.8465 -1.2211 0.4850 -0.774
C 4.8155 -1.5936 -2.6612 0.985
C -1.6507 -3.5115 -3.8249 -0.116
H 1.9219 4.7084 2.6514 0.215
O 5.8356 -1.4207 -3.5304 -0.507
O -0.2830 -2.6674 -2.3101 -0.494
H 6.3616 0.6985 -3.5019 0.191
H -1.8738 -3.6530 -1.6470 0.184
O -0.2388 4.2878 -2.1174 -0.530
Ca -5.1643 -0.9229 0.5036 1.928
H 3.1619 -1.2517 -0.8035 0.193
H -0.4018 4.7411 1.8681 0.193
O -0.8513 4.3014 0.0084 -0.511
C 2.1567 4.5585 1.5976 -0.658
O 4.3846 -0.3951 -2.1207 -0.537
H -2.1803 -4.4640 -3.8057 0.209
S -5.5793 0.7128 3.5673 2.347
O -1.1093 -2.7424 0.6816 -0.827
H 2.9248 0.3336 -0.7377 0.178
O -2.8852 -0.5949 0.9887 -1.052
H -0.7524 2.9822 1.5831 0.149
O 1.2916 3.9334 -0.5968 -0.453
```

# 2
The following is a quantum chemistry calculation of the molecule C18H29ClN2O3S, from the Open Molecules 2025 dataset.

Summary:
Frontier orbital gap in eV: 9.054
SMILES: CCOc1cc(C)c(Cl)cc1S(=O)(=O)NC1CC(C)(C)NC(C)(C)C1

```
54
Properties=species:S:1:pos:R:3:nbo_charge:R:1
H 1.4041 -0.1827 7.1456 0.233
C 0.6325 -0.4070 5.1724 0.004
H 0.0395 -3.7264 -3.0234 0.209
C 0.6605 -0.7796 6.6196 -0.633
H 2.3318 -2.6708 -4.3996 0.200
H 0.9451 -1.8247 6.7315 0.233
N 0.8155 -0.5057 -3.8954 -0.658
Cl 3.2389 -1.1205 5.0884 0.012
C 1.7787 -0.5300 4.3853 -0.070
N -0.4775 -0.1540 0.0972 -0.863
C 0.6072 0.3021 2.4832 -0.391
H -1.4196 0.1536 5.1799 0.219
C 0.7642 -1.3668 -1.6179 -0.424
H 2.4217 -3.1866 -2.7123 0.204
H 3.0190 -1.5910 -3.1845 0.221
H -2.9860 1.2913 4.1084 0.167
H -1.1498 2.9456 4.2733 0.211
H -2.6057 3.8018 3.7410 0.217
H -1.3435 3.3619 2.5687 0.244
H 0.6607 1.3213 -1.8547 0.228
H -0.2788 2.6407 -4.1651 0.205
C -0.1939 -2.7745 -3.4944 -0.629
H 0.6611 -2.2762 -1.0248 0.214
H -1.0913 1.5116 -1.9750 0.214
H 0.8841 -0.7218 -4.8829 0.359
H -1.1919 -2.4815 -3.1844 0.199
C -0.5629 0.4116 3.2280 0.408
H -2.1995 1.0897 -4.2242 0.209
O 0.1028 2.2460 0.8028 -0.944
C -0.5286 0.0656 4.5769 -0.291
O 1.9228 0.6987 0.2519 -0.946
C 0.3409 1.7791 -4.3980 -0.597
O -1.6807 0.7991 2.5587 -0.535
H -3.3691 1.8508 2.4659 0.195
H 1.6738 -0.8548 -1.3088 0.244
H 1.3603 1.9836 -4.0846 0.222
C 1.7714 -0.1711 3.0482 -0.171
H -0.3100 -0.6250 7.0817 0.216
C 0.8666 -1.7241 -3.1073 0.131
H -1.4887 -0.1381 -5.2715 0.206
H -1.3917 0.1539 0.3961 0.412
C 2.2512 -2.3367 -3.3674 -0.597
C -1.8725 3.0488 3.4666 -0.652
C -0.4110 -0.4375 -1.3351 -0.043
C -2.5630 1.7200 3.1914 -0.055
C -0.1789 0.5282 -3.6734 0.129
H -0.1994 -2.9198 -4.5734 0.205
H -1.3512 -0.9457 -1.5778 0.202
C -0.2606 0.8306 -2.1710 -0.428
H -2.0761 -0.5752 -3.6685 0.199
S 0.6133 0.9011 0.7943 2.323
H 2.6549 -0.2339 2.4334 0.258
C -1.5750 0.1996 -4.2401 -0.629
H 0.3341 1.6254 -5.4750 0.200
```

# 3
The following is a quantum chemistry calculation of the molecule C5H8N2, from the Open Molecules 2025 dataset.

Summary:
Frontier orbital gap in eV: 9.960
SMILES: N#C[C@H]1CCCN1

```
15
Properties=species:S:1:pos:R:3:nbo_charge:R:1
H -1.6303 -0.9534 -0.1761 0.261
H 1.2211 1.0013 1.5075 0.196
H -0.9656 -0.3647 1.9577 0.415
N -0.3282 -0.5673 1.0905 -0.644
H 1.7579 0.6782 -0.8836 0.219
C 0.4502 -1.0847 -1.1431 -0.374
H 2.6134 -0.8650 0.0601 0.239
C 1.7265 -0.3206 -0.2752 -0.445
H 0.5562 -0.6982 -2.1023 0.222
C -0.5813 -0.3491 -0.2517 -0.199
H 1.5098 -0.8582 2.0754 0.199
N -1.8267 1.9429 -0.4912 -0.329
C 1.1254 -0.0693 1.2157 -0.252
H 0.4640 -2.3322 -0.9024 0.243
C -1.1279 0.9509 -0.5010 0.249
```